{
  "formula": "C4H2FLiO4Zn",
  "method": "ωB97M-V with the def2-TZVPD basis set",
  "symbols": ["O", "C", "O", "O", "C", "C", "O", "C", "Li", "H", "H", "F", "Zn"],
  "xyz": [[1.21330, 0.54605, -4.11475], [1.79240, 0.70189, -5.10676], [2.38257, 0.86121, -6.09129], [-1.15603, 0.16254, 2.99542], [-1.20390, -1.11905, 2.86001], [-0.84640, 0.84829, 1.74012], [-0.98941, -1.41216, 1.56617], [-0.43077, -0.28351, 0.83604], [0.96399, -2.44705, 2.11941], [-0.04556, 1.57111, 1.92324], [-1.76115, 1.34671, 1.40309], [0.98513, -0.48626, 0.98178], [-0.90417, -0.28975, -1.11247]],
  "atomic_forces_ev_per_a": [[-0.686, -0.230, 1.036], [1.191, 0.351, -1.852], [-0.648, -0.181, 1.003], [0.270, -0.200, -0.228], [-0.353, 0.691, 1.103], [-0.327, 0.655, -0.248], [1.025, -0.516, -2.065], [0.564, -0.383, 1.695], [-0.081, -0.054, 0.206], [-0.169, -0.145, -0.022], [0.174, 0.016, 0.105], [-1.096, -0.134, -0.503], [0.137, 0.130, -0.230]],
  "nbo_charge": [-0.609, 1.047, -0.436, -0.409, 0.523, -0.220, -0.603, 0.133, 0.977, 0.284, 0.253, -0.398, 1.458],
  "homo_energy_ha": -0.6691,
  "total_charge": 2,
  "relative_energy_kj_mol": 113.68,
  "gap_ev": 6.457,
  "e_tot_ha": -2340.57729
}

{
  "formula": "C4H2FNOS",
  "method": "ωB97M-V with the def2-TZVPD basis set",
  "symbols": ["C", "C", "C", "C", "H", "H", "N", "O", "F", "S"],
  "xyz": [[1.30402, -0.55032, 0.06950], [1.90437, 0.82892, 0.17958], [0.82577, 1.59160, -0.15740], [-0.90684, -0.01310, 0.05317], [2.81089, 1.34646, 0.33743], [0.81307, 2.56377, -0.07288], [0.12982, -0.91780, 0.00226], [-0.43165, 1.26633, -0.05774], [2.33332, -1.40243, -0.09943], [-2.55271, -0.38356, 0.01296]],
  "atomic_forces_ev_per_a": [[5.438, 1.912, 0.307], [-5.204, -0.931, -1.558], [2.152, -2.890, 2.579], [-0.837, -0.813, -0.794], [1.201, -0.627, -0.005], [0.717, 5.395, -0.513], [-2.009, -1.190, 0.174], [-3.154, -0.707, -0.701], [-0.864, -0.933, 0.172], [2.560, 0.785, 0.340]],
  "nbo_charge": [0.695, -0.391, 0.232, 0.346, 0.262, 0.185, -0.524, -0.436, -0.311, -0.059],
  "homo_energy_ha": -0.3343,
  "relative_energy_kj_mol": 104.54,
  "gap_ev": 8.653,
  "e_tot_ha": -781.58829,
  "smiles": "Fc1ccoc(=S)n1"
}

{
  "formula": "C4H2FNS",
  "method": "ωB97M-V with the def2-TZVPD basis set",
  "symbols": ["C", "C", "C", "C", "H", "H", "N", "F", "S"],
  "xyz": [[1.33750, 0.04252, -0.00925], [0.00463, 0.14962, -0.03291], [-0.86175, -1.03784, 0.02332], [-0.57187, 1.49538, -0.02988], [1.99741, 0.88256, 0.00466], [-0.40476, -1.99643, 0.06943], [-1.05358, 2.54303, 0.00977], [2.03043, -1.11333, -0.01592], [-2.47801, -0.96551, -0.01922]],
  "atomic_forces_ev_per_a": [[0.527, -0.340, -0.125], [-0.046, -0.227, 0.249], [-1.244, 1.053, -0.310], [-0.049, -0.287, 0.108], [0.287, 0.426, -0.028], [0.723, -0.559, 0.070], [0.414, -0.668, -0.090], [-0.994, 0.608, 0.066], [0.382, -0.007, 0.060]],
  "nbo_charge": [0.371, -0.298, -0.299, 0.267, 0.190, 0.221, -0.267, -0.304, 0.121],
  "homo_energy_ha": -0.3446,
  "relative_energy_kj_mol": 6.74,
  "gap_ev": 7.995,
  "e_tot_ha": -706.36780,
  "smiles": "N#C/C(C=S)=C/F"
}

{
  "formula": "C4H2HoLiO2",
  "method": "ωB97M-V with the def2-TZVPD basis set",
  "symbols": ["O", "C", "C", "C", "C", "O", "Li", "H", "H", "Ho"],
  "xyz": [[-0.68351, 1.35766, -0.84230], [-1.52992, 0.54630, -0.01063], [-0.90984, -0.30824, 0.77326], [0.93240, -0.05859, 0.80489], [1.75106, -1.06060, 0.73765], [1.95057, -2.08915, 0.14534], [-0.31687, -1.16845, -1.43921], [-1.21369, 1.90265, -1.43376], [-1.33749, -1.07954, 1.41111], [1.35729, 1.95796, -0.14636]],
  "atomic_forces_ev_per_a": [[-0.342, 0.236, 0.032], [-0.127, -0.378, -1.228], [2.518, 0.027, 0.245], [-2.475, 0.410, 1.385], [-1.326, -4.824, -3.217], [1.141, 2.199, 2.230], [-0.513, -0.228, 0.251], [-0.653, -0.074, -0.066], [0.435, 0.377, 0.220], [1.342, 2.256, 0.146]],
  "mulliken_spin": [0.015, 0.180, -0.027, 0.523, -0.033, 0.295, -0.003, -0.007, 0.005, 3.051],
  "homo_energy_ha": [-0.6198, -0.6019],
  "total_charge": 2,
  "multiplicity": 5,
  "relative_energy_kj_mol": 215.63,
  "gap_ev": [7.646, 5.538],
  "e_tot_ha": -1258.81141
}

{
  "formula": "C4H2IO2",
  "method": "ωB97M-V with the def2-TZVPD basis set",
  "symbols": ["C", "C", "C", "C", "O", "O", "I", "H", "H"],
  "xyz": [[0.91510, -0.36867, -0.81001], [0.23349, -0.22387, 0.21284], [-1.90535, -1.04789, 1.44278], [-0.55837, -0.03581, 1.39851], [-1.90229, -1.86038, 2.33802], [-2.75149, -0.79695, 0.61280], [0.83506, -0.01439, 3.03959], [1.52922, -0.24520, -1.67354], [-0.79933, 0.94516, 1.21256]],
  "atomic_forces_ev_per_a": [[-1.670, 0.733, 2.566], [2.259, -1.225, -3.196], [0.729, 0.707, 0.879], [0.278, -2.264, -0.853], [0.677, -1.185, 1.428], [-0.475, 1.043, -1.703], [-0.294, -0.090, 0.212], [-0.131, -0.255, 0.091], [-1.373, 2.536, 0.575]],
  "nbo_charge": [-0.329, 0.020, 0.807, -0.516, -0.730, -0.729, 0.027, 0.222, 0.229],
  "homo_energy_ha": -0.1740,
  "total_charge": -1,
  "relative_energy_kj_mol": 4.03,
  "gap_ev": 7.666,
  "e_tot_ha": -601.78812
}

{
  "formula": "C4H2IPS",
  "method": "ωB97M-V with the def2-TZVPD basis set",
  "symbols": ["C", "C", "C", "C", "P", "S", "I", "H", "H"],
  "xyz": [[1.02395, -0.94427, 1.80999], [0.71637, 1.81843, -1.52394], [0.60053, -0.79164, 0.68779], [0.66111, 0.61436, -1.41670], [0.13147, -1.02842, -1.04230], [-2.65162, -1.98054, -0.06680], [-2.28907, 0.48505, 0.25370], [1.24794, -1.05528, 2.90504], [0.55932, 2.88232, -1.60677]],
  "atomic_forces_ev_per_a": [[-0.093, -0.042, 1.634], [-0.493, -0.025, -0.188], [0.290, -1.210, -0.867], [-0.417, 0.440, -0.117], [-0.259, 0.226, 2.014], [1.467, 1.412, -0.423], [-0.797, -0.629, -0.058], [-0.190, 0.246, -1.951], [0.493, -0.419, -0.042]],
  "nbo_charge": [-0.117, -0.056, -0.455, -0.498, 1.058, -0.460, 0.013, 0.264, 0.251],
  "homo_energy_ha": [-0.2955, -0.2946],
  "relative_energy_kj_mol": 236.02,
  "gap_ev": [5.017, 4.976],
  "e_tot_ha": -1190.61075
}

{
  "formula": "C4H2N2",
  "method": "ωB97M-V with the def2-TZVPD basis set",
  "symbols": ["C", "C", "C", "C", "N", "N", "H", "H"],
  "xyz": [[0.62318, -0.92188, 2.24901], [0.36290, 1.73369, -2.29173], [-0.15003, -0.95666, 1.32775], [-2.02809, -1.03967, -0.26107], [-0.11031, 0.76567, -2.65967], [-1.15424, -1.04604, 0.51109], [1.40194, -1.00309, 2.99962], [1.05466, 2.46798, -1.87500]],
  "atomic_forces_ev_per_a": [[0.523, -0.254, -0.127], [1.632, 0.822, 0.830], [0.854, -0.082, 1.710], [-0.639, -0.090, -0.486], [-0.745, -0.583, -0.412], [-0.154, 0.200, -0.573], [-0.599, 0.228, -0.537], [-0.873, -0.242, -0.405]],
  "nbo_charge": [-0.208, 0.061, 0.149, 0.386, -0.298, -0.580, 0.253, 0.237],
  "homo_energy_ha": -0.3939,
  "relative_energy_kj_mol": 295.94,
  "gap_ev": 11.507,
  "e_tot_ha": -262.97237
}

{
  "formula": "C4H2N2O",
  "method": "ωB97M-V with the def2-TZVPD basis set",
  "symbols": ["C", "C", "C", "C", "N", "N", "O", "H", "H"],
  "xyz": [[2.03933, -0.14074, -0.01035], [-0.37003, -0.97267, -0.01867], [-1.35941, 0.90974, 0.01486], [0.65466, -0.08994, -0.03402], [3.17853, -0.27024, 0.03585], [-1.58660, -0.36427, 0.01206], [-0.12054, 1.31941, -0.01245], [-0.29811, -2.04298, -0.03152], [-2.13782, 1.65169, 0.04424]],
  "atomic_forces_ev_per_a": [[0.257, 0.214, 0.043], [0.728, 0.521, -0.032], [-0.196, -0.537, 0.007], [-3.145, 2.652, 0.048], [0.407, 0.028, -0.035], [-0.757, 0.071, -0.003], [2.577, -2.993, -0.021], [0.148, -0.197, 0.014], [-0.019, 0.241, -0.021]],
  "nbo_charge": [0.208, 0.007, 0.403, 0.077, -0.238, -0.489, -0.403, 0.235, 0.200],
  "homo_energy_ha": -0.3740,
  "relative_energy_kj_mol": 43.86,
  "gap_ev": 10.162,
  "e_tot_ha": -338.32472,
  "smiles": "N#Cc1cnco1"
}

{
  "formula": "C4H2N2OS",
  "method": "ωB97M-V with the def2-TZVPD basis set",
  "symbols": ["C", "C", "C", "C", "H", "H", "N", "N", "O", "S"],
  "xyz": [[-0.49648, -1.67956, -0.26763], [-0.10672, -0.31199, -0.17367], [-0.06988, 1.78443, -0.28518], [1.18466, 0.23093, 0.57769], [-0.35630, -2.44970, 0.62302], [-0.64714, 2.66341, -0.30277], [-0.81938, 0.58629, -0.63128], [1.15964, 1.77059, 0.33461], [1.63069, -0.29841, 1.61533], [-1.47908, -2.29599, -1.49012]],
  "atomic_forces_ev_per_a": [[-2.383, -4.521, 0.253], [2.659, -1.811, 0.675], [3.725, -0.072, 2.576], [-0.458, 0.517, 4.030], [0.342, 2.059, -1.775], [-0.224, 1.285, -0.526], [0.023, 2.906, -0.285], [-4.508, -3.244, -2.343], [-0.990, 1.723, -4.320], [1.814, 1.158, 1.714]],
  "nbo_charge": [-0.327, 0.114, 0.252, 0.594, 0.255, 0.198, -0.364, -0.420, -0.452, 0.149],
  "homo_energy_ha": -0.3508,
  "relative_energy_kj_mol": 177.61,
  "gap_ev": 7.094,
  "e_tot_ha": -736.44165,
  "smiles": "O=C1N=CN=C1C=S"
}

{
  "formula": "C4H2N2OS",
  "method": "ωB97M-V with the def2-TZVPD basis set",
  "symbols": ["C", "C", "C", "C", "N", "N", "O", "S", "H", "H"],
  "xyz": [[-0.91412, -0.70451, 0.80860], [1.54372, 1.17977, 0.07592], [-0.26237, 0.03214, 1.64552], [0.18640, -0.16947, -1.34599], [-1.88236, -1.33240, 0.47962], [1.11901, 0.48245, -0.94475], [-0.41575, -0.92871, -1.96136], [0.83810, 1.23140, 1.56996], [2.27449, 1.94505, -0.12335], [-2.48711, -1.73570, -0.20417]],
  "atomic_forces_ev_per_a": [[-2.224, -0.220, 0.806], [0.352, 1.867, 1.106], [1.569, 1.331, 0.315], [1.425, -0.365, -0.028], [-0.295, -0.649, -0.126], [0.053, -0.040, -0.776], [-1.625, -0.803, -0.948], [-0.143, -1.247, -0.146], [0.292, 0.054, 0.101], [0.596, 0.072, -0.303]],
  "nbo_charge": [0.348, -0.277, -0.672, 0.864, -0.660, -0.526, -0.470, 0.731, 0.226, 0.436],
  "homo_energy_ha": [-0.2829, -0.2833],
  "relative_energy_kj_mol": 263.27,
  "gap_ev": [6.917, 6.947],
  "e_tot_ha": -736.40902
}

{
  "formula": "C4H2N4",
  "method": "ωB97M-V with the def2-TZVPD basis set",
  "symbols": ["C", "C", "C", "C", "H", "H", "N", "N", "N", "N"],
  "xyz": [[-1.50530, -0.94177, 0.00184], [0.03171, 0.72908, -0.10005], [1.53506, 0.92372, 0.00108], [-0.08708, -0.66989, -0.06700], [-1.92282, -1.93048, 0.18160], [2.02459, 1.89289, 0.17910], [-2.08803, 0.17313, -0.02952], [-1.10372, 1.29215, -0.06175], [2.06526, -0.24429, -0.01906], [1.05034, -1.22453, -0.08624]],
  "atomic_forces_ev_per_a": [[0.816, -1.006, 0.163], [0.501, 1.365, 0.599], [-1.027, 0.537, -0.061], [1.564, -1.144, -0.244], [-0.452, 0.465, -0.369], [0.104, -0.835, -0.361], [-1.851, 0.936, 0.276], [0.020, 0.270, -0.264], [0.830, 1.739, 0.194], [-0.505, -2.326, 0.066]],
  "nbo_charge": [0.040, 0.079, 0.069, 0.073, 0.234, 0.231, -0.218, -0.135, -0.228, -0.145],
  "homo_energy_ha": -0.3921,
  "relative_energy_kj_mol": 371.85,
  "gap_ev": 8.235,
  "e_tot_ha": -372.49020,
  "smiles": "C1=C2N=NC=C2N=N1"
}

{
  "formula": "C4H2N4",
  "method": "ωB97M-V with the def2-TZVPD basis set",
  "symbols": ["C", "C", "C", "C", "H", "H", "N", "N", "N", "N"],
  "xyz": [[-2.01017, 0.16002, -0.10365], [-0.53766, 0.08445, -0.07717], [0.21326, -0.98816, 0.29001], [0.43676, 1.14156, 0.11884], [-0.26563, -1.89298, 0.57515], [-0.09755, 2.23061, 0.04110], [-3.20812, -0.25577, -0.26901], [1.54779, -1.23333, -0.14131], [2.28055, -0.22989, -0.41247], [1.64079, 0.98349, -0.02149]],
  "atomic_forces_ev_per_a": [[-7.942, -4.428, -1.460], [0.898, 0.585, 1.977], [-0.651, -2.850, -2.012], [-6.738, 3.172, -2.510], [-0.202, -0.760, 0.365], [1.946, -2.163, 1.016], [9.830, 3.906, 1.462], [-0.591, 1.165, 0.736], [-3.134, 0.924, 1.597], [6.584, 0.448, -1.172]],
  "nbo_charge": [0.241, -0.194, 0.043, 0.091, 0.215, 0.221, -0.224, -0.163, 0.074, -0.304],
  "homo_energy_ha": -0.3812,
  "relative_energy_kj_mol": 444.80,
  "gap_ev": 8.687,
  "e_tot_ha": -372.46242,
  "smiles": "N#Cc1cnnnc1"
}